Entry 1:
{"formula": "C29H64BN4O5P", "method": "ωB97M-V with the def2-TZVPD basis set", "symbols": ["C", "C", "C", "C", "C", "C", "C", "C", "C", "C", "C", "C", "C", "C", "C", "C", "C", "C", "C", "C", "O", "C", "B", "O", "O", "C", "N", "C", "O", "H", "H", "H", "H", "H", "H", "H", "H", "H", "H", "H", "H", "H", "H", "H", "H", "H", "H", "H", "H", "H", "H", "H", "H", "H", "H", "H", "H", "H", "H", "H", "H", "H", "H", "H", "H", "H", "H", "H", "H", "H", "H", "H", "H", "H", "H", "O", "P", "N", "C", "C", "N", "C", "C", "N", "C", "C", "H", "H", "H", "H", "H", "H", "H", "H", "H", "H", "H", "H", "H", "H", "H", "H", "H", "H"], "coordinates": [[0.9873, 1.0276, 3.3274], [1.9382, 2.3104, 3.5533], [1.2591, 3.6700, 3.0656], [1.5253, 4.0462, 1.5428], [3.0398, 3.8948, 1.0629], [3.3367, 2.6545, 0.1153], [2.5574, 2.5242, -1.2807], [1.3958, 1.4431, -1.1436], [-0.1306, 1.8915, -1.1383], [-0.4975, 3.0568, -2.1645], [-0.2028, 4.5253, -1.6415], [-1.2377, 5.0555, -0.5476], [-2.7595, 5.0789, -1.0255], [-3.6429, 4.4880, 0.1914], [-5.1447, 4.9768, -0.0296], [-6.0964, 3.7680, -0.4777], [-7.2100, 3.5836, 0.6464], [-7.9796, 2.2005, 0.4373], [-6.9616, 1.0310, 0.8953], [-6.5020, 0.2038, -0.3802], [-5.5882, -0.8246, 0.0679], [-4.9475, -1.4203, -1.0787], [1.6767, 0.0781, -2.0131], [2.9186, -0.6594, -1.9108], [0.6886, -0.5000, -2.8997], [0.2353, -1.6857, -2.1699], [1.6876, 0.9267, 0.2615], [3.0867, 1.1777, 0.6542], [3.8858, 0.4241, 1.2216], [0.3073, 1.1671, 2.4202], [1.5701, 0.0731, 3.1689], [0.3014, 0.8670, 4.2251], [2.0341, 2.3999, 4.6901], [2.9884, 2.1505, 3.1696], [1.5245, 4.4790, 3.8071], [0.1301, 3.5084, 3.1642], [0.8769, 3.4389, 0.8463], [1.2029, 5.1342, 1.4058], [3.7231, 3.9618, 1.9681], [3.2741, 4.8269, 0.4423], [4.4125, 2.8633, -0.2085], [3.3295, 1.9462, -1.9025], [2.4112, 3.4412, -1.9212], [-0.7625, 0.9892, -1.4482], [-0.5279, 2.2043, -0.1236], [-1.6199, 2.9605, -2.3617], [-0.0023, 2.8064, -3.1590], [0.8340, 4.6527, -1.1814], [-0.2273, 5.2416, -2.5261], [-1.1197, 4.5217, 0.4410], [-0.9473, 6.1448, -0.3495], [-3.1322, 6.1499, -1.1654], [-2.9565, 4.5517, -2.0044], [-3.5138, 3.3641, 0.2238], [-3.1908, 4.8838, 1.1637], [-5.5114, 5.3538, 0.9867], [-5.2431, 5.8570, -0.7434], [-5.4496, 2.8362, -0.4951], [-6.5019, 3.9054, -1.5230], [-6.6498, 3.5425, 1.6426], [-7.8784, 4.4953, 0.7013], [-8.2464, 2.1147, -0.6695], [-8.9002, 2.2303, 1.0966], [-6.0152, 1.5243, 1.3060], [-7.3827, 0.3865, 1.7260], [-7.4383, -0.2036, -0.8830], [-5.9532, 0.8240, -1.1524], [-3.8322, -1.1708, -1.0935], [-5.0893, -2.5456, -1.0110], [-5.4609, -1.1075, -2.0494], [2.9107, -1.0493, -1.0099], [0.1783, -1.4588, -1.0465], [-0.7925, -2.0233, -2.4838], [1.0050, -2.5128, -2.3110], [1.3907, -0.0488, 0.4308], [1.7282, -6.4727, -1.0661], [2.9765, -5.6970, -0.6198], [4.0609, -7.0029, -1.0047], [5.3260, -7.3138, -0.3541], [4.1948, -7.2740, -2.4387], [2.5357, -5.8207, 1.0606], [3.3324, -6.5024, 2.0660], [1.1249, -6.0952, 1.3576], [4.3700, -4.6957, -0.1545], [4.0364, -3.5543, 0.7372], [4.9869, -4.0333, -1.3313], [6.1136, -6.5791, -0.5613], [5.7010, -8.2851, -0.6928], [5.2382, -7.4216, 0.7214], [4.8344, -6.5417, -2.9424], [3.2220, -7.2592, -2.9363], [4.6221, -8.2644, -2.6184], [3.3380, -7.5890, 1.9147], [2.9406, -6.3065, 3.0692], [4.3561, -6.1256, 2.0997], [0.8802, -7.1519, 1.2021], [0.4645, -5.4869, 0.7383], [0.8841, -5.8427, 2.3950], [3.2408, -2.9373, 0.3063], [4.9151, -2.9241, 0.9026], [3.7254, -3.8589, 1.7339], [4.2444, -3.4485, -1.8836], [5.4246, -4.7654, -2.0091], [5.8049, -3.3747, -1.0359]], "forces_ev_per_angstrom": [[-0.27, 0.27, -0.20], [-0.84, -0.28, 1.04], [-0.51, -1.04, -0.21], [0.23, 0.49, 0.23], [-0.94, 0.69, -0.09], [0.73, 0.47, -0.81], [1.47, -1.04, -0.88], [-0.59, 0.03, 1.29], [-0.71, 0.25, -0.82], [-0.24, -0.57, 0.16], [0.02, 0.35, 0.11], [0.26, 0.82, -1.05], [-0.06, 0.13, 1.51], [0.34, 1.11, -1.23], [-0.31, -0.64, 0.89], [0.42, 0.40, 0.95], [0.45, -0.45, -0.49], [0.87, 0.65, 0.76], [0.42, 0.67, -0.95], [-0.44, 0.19, 1.05], [-0.45, 0.40, -1.55], [-0.05, -0.84, -0.26], [0.01, -0.63, -1.87], [-2.16, 0.66, 1.00], [0.63, 0.31, 2.17], [0.54, -0.54, 0.47], [2.47, -0.85, 0.31], [-0.14, 0.39, -0.27], [-2.36, 1.50, -1.11], [0.99, -0.12, 1.18], [-0.50, 1.06, 0.21], [0.96, 0.30, -1.11], [0.09, -0.10, -1.49], [-1.25, 0.19, 0.20], [-0.07, -0.60, -1.14], [1.39, 0.34, 0.01], [0.64, 0.55, 0.96], [0.40, -1.40, 0.12], [-0.64, -0.44, -1.19], [-0.16, -1.31, 0.68], [-1.20, -0.96, 0.72], [-0.83, 0.85, 0.75], [-0.39, -0.85, 1.18], [0.90, 1.11, 0.45], [0.87, -0.43, -0.93], [1.47, 0.23, 0.21], [-0.45, 0.60, 1.16], [-1.28, -0.43, -0.69], [-0.07, -0.85, 1.01], [-0.20, 0.34, -1.18], [-0.26, -1.46, -0.09], [0.77, -1.35, 0.10], [0.27, 0.35, 1.14], [-0.42, 1.15, -0.03], [-0.74, -0.35, -1.30], [0.29, -0.42, -1.41], [0.44, -1.15, 0.83], [-0.86, 1.01, -0.05], [0.16, -0.08, 1.21], [-0.82, 0.04, -1.22], [0.57, -1.06, -0.27], [0.10, -0.06, 1.53], [0.91, -0.33, -1.00], [-1.28, -0.69, -0.39], [0.42, 0.52, -1.26], [1.12, 0.06, 0.48], [-0.75, -0.24, 0.95], [-1.49, -0.25, -0.07], [0.39, 1.27, -0.03], [0.86, -0.25, 1.19], [0.74, 0.42, -0.56], [-0.08, -0.36, -1.28], [1.19, 0.57, 0.04], [-1.15, 0.85, 0.15], [0.21, 0.76, 0.14], [0.03, 3.66, -2.70], [1.24, -6.88, 5.38], [0.59, -0.26, -0.99], [0.30, 0.34, 0.17], [-0.61, -0.18, -0.16], [-0.59, 0.38, 0.58], [0.58, 0.50, 0.08], [-0.11, 0.15, -0.38], [-1.95, 2.83, -1.40], [0.04, 0.16, 0.70], [0.46, -0.51, -0.52], [0.10, 0.02, 0.01], [-0.26, 0.07, -0.25], [-0.14, 0.25, 0.01], [0.19, -0.03, -0.11], [0.01, 0.08, 0.17], [0.00, 0.05, 0.18], [0.07, -0.01, 0.01], [-0.21, 0.00, -0.13], [0.04, -0.13, -0.21], [-0.11, 0.02, -0.05], [0.09, -0.21, -0.04], [0.34, 0.02, 0.03], [0.08, 0.14, 0.10], [0.02, -0.09, -0.39], [-0.17, -0.26, -0.27], [0.23, 0.18, -0.01], [-0.14, -0.12, -0.01], [-0.16, -0.04, 0.18]], "lumo_energy_ev": -0.803, "total_charge": 0, "smiles": "CCCCC[C@@H]1C[C@@](CCCCCCCCCCCCOC)(B(O)OC)NC1=O.CN(C)P(=O)(N(C)C)N(C)C", "gap_ev": 7.46}

=====

Entry 2:
{"formula": "C5H7NO2S2", "method": "ωB97M-V with the def2-TZVPD basis set", "symbols": ["C", "C", "C", "C", "C", "N", "O", "O", "S", "S", "H", "H", "H", "H", "H", "H", "H"], "coordinates": [[0.9910, -0.2238, -1.6680], [-0.1624, 1.2715, 1.4840], [0.9644, 0.0825, -0.1683], [-0.2985, -1.1092, -1.4026], [-0.1657, -1.0063, 0.0411], [0.4349, 1.3729, 0.2162], [-2.4086, 0.2056, 0.6554], [-1.3723, -1.0718, 2.5025], [0.2844, -2.6637, -0.6987], [-1.2213, -0.2982, 1.3110], [0.7923, 0.6769, -2.1951], [1.8929, -0.7153, -1.9704], [0.6781, 0.7777, 2.1364], [-0.7736, 2.0694, 1.7671], [1.8214, 0.1098, 0.4899], [-1.0358, -1.1130, -2.0756], [-0.4212, 1.6350, -0.4248]], "forces_ev_per_angstrom": [[-1.17, -0.03, 1.50], [2.86, -5.09, 0.90], [0.04, -0.14, 1.12], [4.37, 0.17, -0.04], [1.20, 0.32, 0.59], [-3.31, 1.94, -3.28], [-0.15, -0.31, -0.30], [0.51, -0.36, 0.20], [-0.69, 0.87, 1.33], [-1.37, 1.15, -0.31], [-0.02, 0.71, -0.82], [0.15, -0.40, -0.50], [-1.56, 1.85, -0.10], [-0.63, 1.08, 0.88], [0.83, -1.24, -0.25], [-3.28, -0.08, -1.90], [2.22, -0.45, 0.99]], "lumo_energy_ev": 0.296, "relative_energy_kcal_mol": 74.0, "total_charge": 0, "smiles": "O=S1(=O)CN[C@@H]2C[C@H]3S[C@@]231", "gap_ev": 9.48}

=====

Entry 3:
{"formula": "C10H13F2IP", "method": "ωB97M-V with the def2-TZVPD basis set", "symbols": ["C", "C", "C", "C", "C", "C", "C", "C", "C", "C", "F", "F", "P", "I", "H", "H", "H", "H", "H", "H", "H", "H", "H", "H", "H", "H", "H"], "coordinates": [[0.1926, 0.3013, -1.7619], [1.4245, 0.6931, 0.2683], [-0.8960, -0.1470, -1.0322], [0.2927, 0.4407, 0.9841], [1.3440, 0.7407, -1.1422], [-0.8967, 0.0828, 0.3767], [-2.8277, 0.9077, 1.9574], [-1.9836, -1.2874, 2.2365], [2.4920, 1.1072, -2.0142], [-2.1989, -0.2611, 1.0637], [4.8783, -0.8715, -3.4898], [2.3480, -1.4361, -2.9953], [3.3702, -0.6074, -2.1309], [3.4930, -2.0525, -0.2791], [0.3650, 0.3039, -2.8780], [2.2441, 0.9494, 0.9897], [-1.7821, -0.5627, -1.5025], [0.3564, 0.4515, 1.9762], [-3.2745, 0.5570, 2.7756], [-3.5296, 1.5300, 1.3162], [-1.9529, 1.4255, 2.2968], [-1.6904, -2.3077, 1.7128], [-2.9270, -1.4975, 2.6025], [-1.2031, -1.1149, 2.9533], [2.2705, 1.2946, -3.1445], [3.0940, 1.8733, -1.6454], [-3.0027, -0.5128, 0.5060]], "forces_ev_per_angstrom": [[0.16, -0.63, -1.70], [0.68, 1.08, 0.77], [0.22, 1.08, 0.44], [-0.82, -0.42, -3.04], [1.13, 0.05, 0.82], [-1.91, -1.35, -2.18], [1.95, 1.91, -5.20], [1.85, -3.13, -4.37], [-0.83, -1.32, -2.00], [2.16, 1.72, 5.64], [-3.73, 0.87, 3.76], [0.80, 0.94, 0.37], [1.91, -1.39, -3.86], [0.50, 0.33, -0.19], [-1.31, -0.37, 1.19], [-0.07, -0.10, -1.67], [0.17, 0.18, -0.02], [0.12, 0.22, 4.03], [-2.13, -1.55, 2.94], [1.03, -0.38, 1.06], [0.14, 1.13, 0.26], [-0.27, 1.66, 1.11], [-1.65, -0.27, 1.39], [0.03, 0.65, 0.38], [0.20, -0.37, 1.99], [1.45, 0.96, 0.62], [-1.76, -1.49, -2.55]], "lumo_energy_ev": -6.601, "relative_energy_kcal_mol": 35.6, "total_charge": 1, "gap_ev": 6.21}

=====

Entry 4:
{"formula": "C28H41N5O7S", "method": "ωB97M-V with the def2-TZVPD basis set", "symbols": ["O", "C", "N", "C", "C", "C", "C", "O", "N", "O", "C", "C", "C", "C", "O", "N", "S", "C", "O", "H", "H", "H", "H", "H", "C", "C", "C", "C", "C", "C", "N", "O", "C", "C", "C", "H", "H", "H", "H", "H", "H", "H", "H", "H", "H", "H", "H", "H", "H", "H", "H", "H", "H", "C", "C", "C", "C", "C", "C", "N", "O", "C", "C", "C", "H", "H", "H", "H", "H", "H", "H", "H", "H", "H", "H", "H", "H", "H", "H", "H", "H", "H"], "coordinates": [[3.8775, -4.0661, -2.9015], [3.4095, -3.0332, -3.1681], [2.9668, -1.9421, -3.5019], [1.9652, -1.3903, -2.6386], [0.6192, -1.5344, -2.9381], [-0.3601, -1.0128, -2.0914], [-1.8166, -1.1942, -2.4328], [-2.5848, -1.6540, -1.3267], [-2.0752, -2.9176, -0.8756], [-2.0585, -2.9606, 0.2807], [-0.0164, -0.3406, -0.9299], [1.3230, -0.1882, -0.6629], [2.3049, -0.6954, -1.4927], [3.6276, -0.3749, -0.9176], [4.7054, -0.7160, -1.2935], [3.4037, 0.4283, 0.2574], [3.9891, 2.0748, 0.0609], [1.9819, 0.4662, 0.4847], [1.4584, 0.9119, 1.4575], [0.3604, -2.0697, -3.8393], [-1.9089, -1.8815, -3.2730], [-2.2257, -0.2211, -2.6908], [-0.7515, 0.0560, -0.2462], [3.7305, 2.4439, 1.3163], [-2.5710, 3.3063, 0.1526], [-3.1406, 4.0039, -1.0769], [-2.6240, 5.4485, -1.0898], [-2.8085, 6.1884, -2.4140], [-2.2850, 5.3504, -3.5776], [-2.9148, 3.9604, -3.6239], [-2.7246, 3.2660, -2.3120], [-1.5155, 2.8375, -2.2017], [-4.4030, 4.0858, -3.9880], [-2.2814, 3.1325, -4.7333], [-4.6856, 3.9755, -0.9284], [-2.8557, 2.2528, 0.1750], [-1.4860, 3.3693, 0.2002], [-2.9746, 3.7880, 1.0428], [-1.5564, 5.4427, -0.8494], [-3.1158, 5.9980, -0.2848], [-3.8590, 6.4492, -2.5675], [-2.2657, 7.1342, -2.3751], [-2.4778, 5.8583, -4.5246], [-1.1985, 5.2549, -3.4891], [-4.8835, 3.1065, -3.9881], [-4.4868, 4.4986, -4.9930], [-4.9633, 4.7425, -3.3284], [-1.1998, 3.0718, -4.6346], [-2.5066, 3.5918, -5.6953], [-2.6832, 2.1177, -4.7401], [-5.1351, 4.9624, -1.0455], [-4.9714, 3.6017, 0.0534], [-5.1491, 3.3063, -1.6496], [2.4482, -5.0060, 5.8140], [2.3286, -3.9085, 4.7645], [3.7432, -3.4275, 4.4114], [3.8404, -2.5808, 3.1421], [3.1288, -3.2698, 1.9811], [1.6785, -3.6185, 2.3120], [1.6170, -4.4394, 3.5594], [1.9632, -5.6552, 3.3171], [0.8684, -2.3215, 2.4439], [1.0529, -4.3900, 1.1586], [1.5071, -2.7612, 5.4121], [1.4719, -5.4304, 6.0527], [3.1033, -5.8132, 5.4949], [2.8656, -4.5722, 6.7226], [4.3911, -4.3010, 4.2881], [4.1407, -2.8690, 5.2614], [3.4271, -1.5824, 3.3102], [4.8911, -2.4324, 2.8875], [3.1479, -2.6284, 1.0957], [3.6718, -4.1823, 1.7169], [-0.1687, -2.5281, 2.7121], [0.8635, -1.8137, 1.4801], [1.2760, -1.6188, 3.1649], [1.6244, -5.2792, 0.9019], [1.0160, -3.7461, 0.2779], [0.0331, -4.6942, 1.3980], [2.0039, -1.7935, 5.3311], [1.3423, -2.9556, 6.4710], [0.5193, -2.6709, 4.9668]], "forces_ev_per_angstrom": [[-0.36, 0.81, -0.32], [0.68, -0.59, -0.01], [-0.44, -0.47, 0.57], [0.32, 0.07, -0.27], [0.03, 0.20, 0.17], [-0.16, -0.23, -0.18], [0.18, -0.23, -0.33], [0.07, 0.33, 0.55], [0.38, 0.09, -0.31], [-0.39, -0.14, 0.12], [0.15, 0.16, 0.28], [0.05, -0.24, -0.21], [-0.09, -0.09, 0.06], [0.13, 0.07, 0.20], [0.40, 0.03, -0.25], [-0.66, 0.53, -0.17], [0.41, -0.22, 0.01], [0.01, -0.30, -0.11], [-0.02, 0.45, 0.35], [-0.16, -0.04, -0.06], [-0.13, 0.00, -0.13], [-0.26, 0.00, -0.07], [-0.18, 0.01, -0.02], [0.04, -0.07, 0.20], [0.32, -0.20, -0.03], [-1.16, -0.04, 0.65], [0.35, 0.23, -0.27], [-0.06, -0.11, 0.03], [0.19, 0.25, 0.29], [-0.97, -0.05, -0.76], [1.36, 1.10, 0.15], [-0.08, -0.68, -0.06], [-0.08, -0.01, 0.16], [0.33, -0.18, 0.06], [-0.07, -0.09, -0.20], [-0.03, 0.01, -0.01], [0.00, -0.05, -0.08], [-0.06, 0.04, -0.01], [0.01, -0.12, -0.04], [-0.03, -0.08, 0.06], [-0.01, -0.05, -0.02], [-0.02, 0.02, 0.02], [-0.04, -0.06, -0.05], [-0.01, -0.12, 0.03], [0.00, -0.01, 0.01], [0.07, -0.01, -0.03], [0.01, -0.02, 0.02], [-0.02, -0.02, 0.08], [-0.06, 0.04, 0.01], [-0.01, 0.00, 0.02], [0.01, 0.00, -0.07], [0.08, 0.08, 0.07], [0.02, -0.01, 0.00], [0.01, -0.35, -0.08], [-0.44, 0.77, 0.94], [0.27, -0.07, -0.40], [-0.10, -0.01, 0.06], [0.37, -0.05, 0.21], [-0.75, 0.88, -0.44], [1.60, -0.45, -0.45], [-0.50, -0.23, 0.07], [-0.03, 0.05, 0.19], [0.03, -0.38, -0.02], [-0.16, 0.03, -0.14], [-0.01, 0.02, -0.01], [-0.07, -0.02, -0.07], [0.00, 0.07, 0.00], [-0.10, -0.07, -0.03], [-0.06, -0.03, 0.07], [-0.05, -0.01, -0.02], [0.01, 0.02, 0.02], [-0.08, 0.00, -0.03], [-0.08, -0.07, 0.04], [0.00, -0.04, 0.00], [-0.02, -0.08, -0.03], [-0.01, 0.00, 0.00], [0.00, -0.02, 0.07], [0.01, 0.08, 0.02], [0.00, 0.00, 0.02], [-0.02, 0.00, -0.07], [0.13, -0.03, 0.03], [0.00, -0.02, -0.01]], "lumo_energy_ev": [-0.749, -0.753], "spin_multiplicity": 3, "total_charge": 0, "gap_ev": [7.44, 8.43]}

=====

| no. | energy (Ha) |
| --- | --- |
| 1 | -2104.616395 |
| 2 | -1196.201415 |
| 3 | -1227.291510 |
| 4 | -2289.959043 |